Record 1
Computed, not measured: C26H19BrN2NiPSe as an isolated structure, with wB97M-V/def2-TZVPD.

Relative energy (zero: lowest compared OMol25 entry of this formula, charge and spin) = 0.000 eV
Expectation value of S² = 2.012
Highest occupied orbital energy (spin up / spin down) = -0.165 / -0.174 Eh
2S+1 = 3
E_LUMO (spin up / spin down) = 2.585 / 2.582 eV
Charge = -1

CARTESIAN COORDINATES (ANGSTROEM)
Ni: -2.7146 0.1197 -0.1512
C: 2.5357 -2.3672 4.5164
C: 3.1905 -1.8251 3.4205
C: 2.4658 -1.3737 2.3249
C: 1.0764 -1.4630 2.3072
C: 0.4302 -2.0218 3.4105
C: 1.1503 -2.4634 4.5095
P: 0.0005 -0.8605 0.9404
C: 1.2320 -0.6656 -0.4031
C: 1.5755 0.5633 -0.9565
C: 2.4291 0.6293 -2.0505
C: 2.9591 -0.5293 -2.5966
C: 2.6245 -1.7608 -2.0490
C: 1.7594 -1.8270 -0.9696
C: -0.3751 0.8485 1.4670
C: 0.4957 1.6276 2.2263
C: 0.1403 2.9192 2.5823
C: -1.0892 3.4204 2.1701
C: -1.9460 2.6317 1.4138
C: -1.6321 1.3175 1.0389
H: 3.1019 -2.7180 5.3706
H: 4.2711 -1.7482 3.4166
H: 2.9874 -0.9499 1.4755
H: -0.6504 -2.1115 3.4009
H: 0.6298 -2.8922 5.3569
H: 1.1518 1.4709 -0.5456
H: 2.6618 1.5914 -2.4905
H: 3.6112 -0.4741 -3.4595
H: 3.0227 -2.6730 -2.4771
H: 1.4779 -2.7938 -0.5647
H: 1.4526 1.2291 2.5474
H: 0.8126 3.5280 3.1753
H: -1.3795 4.4291 2.4455
H: -2.9000 3.0582 1.1125
N: -4.9513 2.0546 -1.2832
C: -4.2087 1.3391 -0.7500
H: -5.4556 2.5559 -1.9811
Br: 0.9267 0.9419 -5.7385
C: -0.1992 0.7219 -4.2120
C: -0.6176 1.8396 -3.5144
C: -1.3882 1.6586 -2.3715
C: -1.7711 0.3970 -1.9080
C: -1.3435 -0.6942 -2.6709
C: -0.5534 -0.5520 -3.8072
H: -0.3246 2.8294 -3.8430
H: -1.6697 2.5457 -1.8073
H: -1.6148 -1.6991 -2.3602
H: -0.2091 -1.4172 -4.3591
Se: -5.1889 -4.1616 -0.5694
C: -4.2829 -2.6151 -0.4186
N: -3.7068 -1.6102 -0.3204

Here are the Löwdin charges for atoms 1 to 4, given in e: 0.3678 -0.1074 -0.0954 -0.0991



Record 2
Computed, not measured: C26H19Cl2HfIN11O2S as an isolated structure, with wB97M-V/def2-TZVPD.

Relative energy (zero: lowest compared OMol25 entry of this formula, charge and spin) = 0.322 eV
Highest occupied orbital energy = -0.408 Eh
E_LUMO = -3.926 eV
Charge = +1

CARTESIAN COORDINATES (ANGSTROEM)
Hf: -0.0834 -0.3218 0.1475
N: -0.7235 -2.4606 -3.9270
C: -0.2493 -2.1198 -2.7352
N: -0.3244 -0.9242 -2.2140
C: -0.9858 0.0682 -2.9485
N: -1.0927 1.2806 -2.5195
N: -0.5089 1.4676 -1.2959
C: -0.4384 2.6734 -0.8838
C: 0.3313 2.9449 0.3259
C: 0.5376 4.2392 0.7686
C: 1.4073 4.4515 1.8293
C: 2.0610 3.3624 2.3763
C: 1.7833 2.0955 1.8791
N: 0.9154 1.8773 0.8985
C: -1.5724 -0.2636 -4.2412
C: -2.2876 0.6663 -5.0018
C: -2.8313 0.2931 -6.2106
C: -2.6722 -1.0126 -6.6811
C: -1.9722 -1.9441 -5.9444
C: -1.4280 -1.5600 -4.7243
H: -0.6374 -3.4199 -4.2250
H: 0.2403 -2.8977 -2.1632
H: -0.8613 3.4798 -1.4753
H: 0.0340 5.0622 0.2799
H: 1.5841 5.4500 2.2047
H: 2.7735 3.4762 3.1805
H: 2.2770 1.2256 2.2895
H: -2.4059 1.6688 -4.6174
H: -3.3874 1.0112 -6.7966
H: -3.1047 -1.3000 -7.6297
H: -1.8500 -2.9596 -6.3004
S: 1.5356 -2.4985 -0.1146
C: 2.6292 -1.3100 -0.7525
C: 3.9024 -1.5620 -1.2642
C: 4.6280 -0.5102 -1.7820
C: 4.0782 0.7716 -1.7882
C: 2.8230 0.9458 -1.2556
N: 2.1131 -0.0675 -0.7383
H: 4.2898 -2.5706 -1.2502
H: 5.6174 -0.6794 -2.1864
H: 4.6167 1.6137 -2.1971
H: 2.3542 1.9207 -1.2370
N: -5.8281 1.1130 2.0213
C: -4.7460 0.8651 2.3334
N: -3.5230 0.5495 2.7628
C: -2.5036 0.6586 2.0425
N: -1.4692 0.7429 1.4762
I: 0.8981 -0.0970 6.5950
C: 1.0489 -0.6599 4.6186
C: 1.8220 -1.6710 4.0831
N: 1.6124 -1.6607 2.7649
N: 0.7319 -0.7134 2.3948
C: 0.3780 -0.1048 3.5315
H: 2.4857 -2.3796 4.5486
H: 1.9605 -2.2844 2.0401
H: -0.3235 0.7094 3.5303
Cl: -3.3349 -3.5149 -1.6607
C: -3.5265 -2.6320 -0.1145
Cl: -5.0240 -1.7333 -0.0439
C: -2.3237 -1.7139 -0.0160
O: -2.2907 -0.6187 -0.6085
O: -1.3127 -2.1083 0.6433
H: -3.5072 -3.3716 0.6775

Here are the Löwdin charges for atoms 1 to 4, given in e: 1.6256 0.1447 -0.1635 0.0380



Record 3
Computed, not measured: C26H19Cl3GeNNiO4 as an isolated structure, with wB97M-V/def2-TZVPD.

Relative energy (zero: lowest compared OMol25 entry of this formula, charge and spin) = 0.000 eV
Expectation value of S² = 1.038
Highest occupied orbital energy (spin up / spin down) = -0.350 / -0.314 Eh
2S+1 = 2
E_LUMO (spin up / spin down) = -1.262 / -0.274 eV
Charge = 0

CARTESIAN COORDINATES (ANGSTROEM)
Ni: 1.4349 0.8263 -1.0725
O: -1.3451 1.4537 -3.7537
C: -0.5541 1.4423 -2.8341
O: 0.4091 0.5906 -2.6564
C: -0.6529 2.4985 -1.7474
C: -1.5656 3.5355 -1.8081
C: -1.5859 4.4485 -0.7687
C: -0.6943 4.3052 0.2869
C: 0.1967 3.2485 0.2667
N: 0.2029 2.3656 -0.7321
H: -2.2325 3.5889 -2.6563
H: -2.2897 5.2709 -0.7773
H: -0.6795 5.0049 1.1105
H: 0.9309 3.0979 1.0485
C: -4.5039 0.3362 -1.1101
C: -3.8728 -0.7139 -1.7568
C: -2.5639 -1.0445 -1.4319
C: -1.8664 -0.3225 -0.4631
C: -2.5138 0.7404 0.1725
C: -3.8238 1.0637 -0.1418
Ge: -0.0508 -0.8274 -0.0492
C: 0.3043 -0.8557 1.8492
C: 1.5719 -1.1785 2.3433
C: 1.7996 -1.2532 3.7089
C: 0.7665 -1.0085 4.6032
C: -0.4989 -0.6994 4.1294
C: -0.7279 -0.6240 2.7616
C: 0.5403 -2.4407 -0.9237
C: 0.6010 -2.5615 -2.3160
C: 0.9754 -3.7659 -2.8950
C: 1.2914 -4.8578 -2.0990
C: 1.2376 -4.7486 -0.7179
C: 0.8672 -3.5458 -0.1333
H: -5.5247 0.5927 -1.3634
H: -4.3945 -1.2740 -2.5215
H: -2.0833 -1.8666 -1.9471
H: -1.9924 1.3378 0.9115
H: -4.3112 1.8899 0.3608
H: 2.3932 -1.3581 1.6639
H: 2.7886 -1.4983 4.0746
H: 0.9470 -1.0658 5.6692
H: -1.3118 -0.5221 4.8220
H: -1.7290 -0.4066 2.4128
H: 0.3734 -1.7113 -2.9443
H: 1.0236 -3.8477 -3.9734
H: 1.5818 -5.7954 -2.5561
H: 1.4840 -5.5986 -0.0945
H: 0.8269 -3.4734 0.9468
Cl: 5.2975 0.2495 1.7312
C: 4.5545 1.7207 1.1017
Cl: 3.6952 2.5597 2.4219
Cl: 5.7876 2.7735 0.4228
C: 3.4669 1.4006 0.0486
O: 3.1573 2.2361 -0.8043
O: 2.8615 0.2877 0.1804

Here are the Löwdin charges for atoms 1 to 4, given in e: 0.5591 0.0852 -0.5754 -0.1119



Record 4
Computed, not measured: C26H20AsN2O3PReS6 as an isolated structure, with wB97M-V/def2-TZVPD.

Relative energy (zero: lowest compared OMol25 entry of this formula, charge and spin) = 0.000 eV
Highest occupied orbital energy = -0.398 Eh
E_LUMO = -5.293 eV
Charge = +1

CARTESIAN COORDINATES (ANGSTROEM)
Re: 1.8056 0.1778 0.5765
O: -0.2276 5.0048 -1.1759
C: -1.0660 4.0720 -1.6636
C: -2.2128 4.5290 -2.3111
C: -3.0930 3.6328 -2.8773
C: -2.8646 2.2577 -2.8068
C: -1.7593 1.7952 -2.1316
C: -0.8519 2.6878 -1.5446
C: 0.3212 2.1578 -0.8695
O: 0.2935 0.8879 -0.4809
N: 1.3823 2.8764 -0.6661
N: 2.3721 2.0689 -0.1285
C: 3.5709 2.5400 -0.1782
C: 4.7407 1.7276 -0.0071
C: 6.0027 2.3396 0.0527
C: 7.1493 1.5802 0.0355
C: 7.0555 0.1915 -0.0824
C: 5.8283 -0.4359 -0.1573
C: 4.6681 0.3291 -0.0989
O: 3.4829 -0.3258 -0.1702
H: 0.5861 4.5776 -0.8571
H: -2.3708 5.5962 -2.3740
H: -3.9663 4.0074 -3.3947
H: -3.5460 1.5636 -3.2754
H: -1.5593 0.7361 -2.0628
H: 3.6784 3.5752 -0.4885
H: 6.0581 3.4191 0.0954
H: 8.1169 2.0550 0.0869
H: 7.9566 -0.4043 -0.1251
H: 5.7476 -1.5066 -0.2770
S: 4.0921 -2.4152 2.1286
As: 2.2827 -2.4770 3.4118
S: 2.4558 0.8876 2.5432
S: 2.2283 -2.2812 1.1653
S: 2.0789 -0.3545 4.1320
S: -0.0347 -2.2280 -1.3924
P: -1.1767 -1.8081 0.1267
S: -0.1273 -0.7419 1.6407
C: -2.6822 -0.8838 -0.2280
C: -3.1934 0.0681 0.6476
C: -4.4294 0.6429 0.3973
C: -5.1571 0.2625 -0.7205
C: -4.6462 -0.6827 -1.5984
C: -3.4093 -1.2565 -1.3564
C: -1.7318 -3.2495 1.0663
C: -2.9454 -3.2570 1.7445
C: -3.3049 -4.3619 2.5037
C: -2.4591 -5.4554 2.5877
C: -1.2527 -5.4579 1.8968
C: -0.8899 -4.3604 1.1387
H: -2.6276 0.3680 1.5200
H: -4.8224 1.3881 1.0735
H: -6.1228 0.7091 -0.9124
H: -5.2112 -0.9735 -2.4729
H: -3.0038 -1.9920 -2.0401
H: -3.6192 -2.4139 1.6743
H: -4.2550 -4.3697 3.0195
H: -2.7449 -6.3151 3.1772
H: -0.6093 -6.3274 1.9323
H: 0.0191 -4.3775 0.5504

Here are the Löwdin charges for atoms 1 to 4, given in e: 0.9620 0.0832 -0.2520 0.0023